C93H213N7O17 | the ωB97M-V functional and the def2-TZVPD basis

Positions of all 330 atoms, in Å:
C: -4.15 -6.59 1.10
C: -2.73 -5.91 1.01
C: -1.84 -6.55 2.16
C: -0.39 -6.33 1.99
C: 0.11 -6.66 0.54
C: -0.74 -6.12 -0.63
N: -2.15 -6.29 -0.33
O: -2.91 -5.86 -1.40
C: -0.36 -4.61 -0.89
C: -0.27 -6.96 -1.87
C: -2.82 -4.44 1.21
H: -4.75 -6.24 1.95
H: -4.09 -7.67 1.23
H: -4.81 -6.46 0.25
H: -2.18 -6.16 3.12
H: -2.02 -7.62 2.17
H: 0.13 -6.84 2.79
H: -0.19 -5.27 2.14
H: 0.34 -7.72 0.46
H: 1.04 -6.09 0.63
H: -0.68 -3.89 -0.14
H: 0.70 -4.58 -1.15
H: -1.00 -4.28 -1.71
H: -0.71 -6.53 -2.77
H: 0.77 -6.94 -2.18
H: -0.61 -7.99 -1.80
H: -3.56 -4.29 2.00
H: -3.22 -3.92 0.34
H: -1.91 -3.92 1.51
H: -3.23 -6.63 -1.89
C: 3.40 3.65 0.01
C: 4.08 3.84 -1.45
C: 3.73 2.53 -2.30
C: 3.84 2.75 -3.83
C: 3.03 4.00 -4.21
C: 3.37 5.33 -3.45
N: 3.43 5.04 -1.98
O: 3.71 6.18 -1.15
C: 4.72 5.95 -3.94
C: 2.20 6.25 -3.71
C: 5.58 4.02 -1.22
H: 3.70 4.48 0.65
H: 3.42 2.67 0.47
H: 2.32 3.81 0.03
H: 4.51 1.78 -2.19
H: 2.79 2.15 -1.90
H: 3.37 1.86 -4.25
H: 4.86 2.83 -4.21
H: 1.96 3.82 -4.14
H: 3.16 4.19 -5.27
H: 5.04 6.86 -3.42
H: 5.62 5.34 -4.04
H: 4.45 6.32 -4.93
H: 2.48 7.26 -3.42
H: 1.84 6.33 -4.73
H: 1.46 5.82 -3.04
H: 6.07 3.09 -1.50
H: 5.77 4.20 -0.16
H: 6.11 4.79 -1.77
H: 2.83 6.41 -0.84
C: 7.60 -2.17 2.17
C: 7.16 -0.79 2.58
C: 7.26 0.15 1.33
C: 6.14 -0.08 0.22
C: 4.80 0.11 0.98
C: 4.55 -0.82 2.17
N: 5.72 -0.81 3.08
O: 5.61 -1.57 4.27
C: 3.34 -0.27 2.98
C: 4.25 -2.23 1.59
C: 8.05 -0.12 3.62
H: 7.55 -2.90 2.98
H: 8.66 -2.20 1.89
H: 7.06 -2.68 1.37
H: 7.23 1.20 1.62
H: 8.19 -0.08 0.80
H: 6.24 -1.09 -0.20
H: 6.14 0.70 -0.54
H: 4.06 0.01 0.19
H: 4.73 1.16 1.27
H: 3.57 0.61 3.57
H: 2.57 0.04 2.28
H: 2.92 -1.03 3.65
H: 3.17 -2.29 1.45
H: 4.84 -2.56 0.74
H: 4.39 -3.00 2.35
H: 8.14 -0.64 4.58
H: 7.75 0.92 3.80
H: 9.04 -0.17 3.15
H: 5.43 -0.84 4.87
C: -5.64 4.49 -0.26
C: -6.25 5.64 0.52
C: -6.89 5.18 1.90
C: -5.89 4.97 3.05
C: -4.95 6.20 3.22
C: -4.27 6.70 1.88
N: -5.29 6.73 0.82
O: -4.80 7.34 -0.31
C: -3.70 8.14 2.14
C: -3.15 5.70 1.48
C: -7.44 6.15 -0.36
H: -6.46 3.95 -0.73
H: -5.04 3.85 0.39
H: -4.98 4.88 -1.04
H: -7.65 5.93 2.14
H: -7.44 4.26 1.74
H: -5.29 4.10 2.75
H: -6.52 4.70 3.89
H: -4.21 5.85 3.94
H: -5.45 6.97 3.80
H: -3.28 8.68 1.30
H: -4.45 8.88 2.45
H: -2.90 7.99 2.87
H: -3.50 4.67 1.45
H: -3.00 5.93 0.42
H: -2.26 5.73 2.11
H: -8.22 5.41 -0.54
H: -7.08 6.56 -1.30
H: -7.87 7.06 0.05
H: -4.99 8.28 -0.20
C: -2.54 3.07 -7.84
C: -1.21 3.58 -7.33
C: -1.09 3.15 -5.85
C: -0.85 1.67 -5.55
C: 0.46 1.22 -6.27
C: 0.55 1.68 -7.76
N: -0.05 3.01 -8.08
O: -0.17 3.42 -9.44
C: 2.03 1.58 -8.22
C: -0.17 0.56 -8.54
C: -1.15 5.13 -7.46
H: -2.68 2.00 -7.74
H: -2.67 3.34 -8.89
H: -3.42 3.46 -7.34
H: -0.38 3.84 -5.40
H: -2.04 3.46 -5.41
H: -1.68 1.07 -5.91
H: -0.70 1.63 -4.48
H: 0.52 0.14 -6.14
H: 1.32 1.48 -5.65
H: 2.04 1.67 -9.31
H: 2.62 2.35 -7.72
H: 2.39 0.59 -7.96
H: 0.33 -0.41 -8.49
H: -1.21 0.41 -8.25
H: -0.23 0.77 -9.60
H: -2.04 5.58 -6.99
H: -1.12 5.47 -8.49
H: -0.28 5.56 -6.96
H: -0.83 2.81 -9.78
C: 3.73 -1.32 -3.21
C: 2.94 -2.25 -4.22
C: 3.18 -1.63 -5.66
C: 2.73 -2.58 -6.77
C: 3.39 -3.91 -6.68
C: 3.15 -4.59 -5.26
N: 3.38 -3.64 -4.15
O: 3.27 -4.29 -2.94
C: 1.74 -5.20 -5.29
C: 4.24 -5.68 -5.25
C: 1.47 -2.05 -3.81
H: 4.76 -1.44 -3.54
H: 3.64 -1.64 -2.17
H: 3.49 -0.27 -3.38
H: 2.62 -0.71 -5.81
H: 4.25 -1.45 -5.75
H: 2.98 -2.08 -7.70
H: 1.65 -2.71 -6.79
H: 4.45 -3.84 -6.95
H: 2.89 -4.39 -7.51
H: 1.47 -5.54 -4.29
H: 0.96 -4.50 -5.60
H: 1.61 -6.10 -5.89
H: 4.15 -6.24 -6.18
H: 5.27 -5.32 -5.18
H: 4.10 -6.42 -4.46
H: 1.28 -2.36 -2.78
H: 0.81 -2.71 -4.37
H: 1.06 -1.04 -3.85
H: 4.16 -4.58 -2.73
C: -5.88 -1.02 -4.29
C: -4.60 -0.26 -4.84
C: -3.68 0.24 -3.64
C: -2.82 -0.85 -2.95
C: -1.96 -1.57 -3.91
C: -2.83 -2.21 -5.05
N: -3.80 -1.22 -5.62
O: -4.41 -1.56 -6.82
C: -1.76 -2.50 -6.21
C: -3.41 -3.56 -4.51
C: -5.03 1.10 -5.54
H: -6.13 -0.94 -3.23
H: -5.86 -2.07 -4.57
H: -6.85 -0.64 -4.60
H: -3.02 1.05 -3.96
H: -4.27 0.65 -2.82
H: -3.51 -1.47 -2.36
H: -2.25 -0.43 -2.12
H: -1.48 -2.41 -3.40
H: -1.21 -0.95 -4.39
H: -1.30 -1.57 -6.53
H: -0.89 -3.07 -5.88
H: -2.20 -2.95 -7.10
H: -3.84 -3.42 -3.52
H: -4.22 -3.92 -5.13
H: -2.66 -4.36 -4.44
H: -4.18 1.54 -6.06
H: -5.50 1.86 -4.91
H: -5.80 0.90 -6.29
H: -3.76 -1.18 -7.42
C: 0.06 -0.57 -0.01
C: -0.82 -0.85 1.19
C: -0.23 -1.66 2.30
O: -1.34 0.38 1.61
H: 0.88 0.09 0.30
H: -0.40 0.04 -0.78
H: 0.40 -1.53 -0.40
H: -1.73 -1.32 0.82
H: -0.97 -2.01 3.03
H: 0.65 -1.16 2.69
H: 0.15 -2.61 1.92
H: -0.83 1.04 1.13
C: -3.66 -3.16 4.29
C: -3.50 -3.12 5.87
C: -2.57 -4.19 6.42
O: -2.85 -1.90 6.12
H: -4.14 -2.34 3.76
H: -4.24 -4.05 4.06
H: -2.71 -3.29 3.78
H: -4.50 -3.07 6.29
H: -2.97 -5.19 6.24
H: -2.53 -4.11 7.50
H: -1.55 -4.19 6.02
H: -3.12 -1.32 5.41
C: -1.65 -1.52 9.96
C: -0.77 -0.83 8.93
C: 0.12 -1.75 8.12
O: -1.56 -0.04 8.04
H: -2.23 -2.32 9.50
H: -2.36 -0.88 10.48
H: -1.06 -1.98 10.76
H: -0.10 -0.21 9.53
H: -0.56 -2.27 7.45
H: 0.87 -2.33 8.67
H: 0.69 -1.09 7.46
H: -1.80 -0.66 7.35
C: 0.02 3.52 -1.80
C: -0.90 3.42 -0.48
C: -2.10 2.51 -0.59
O: -0.11 2.89 0.47
H: -0.63 3.78 -2.63
H: 0.39 2.57 -2.18
H: 0.77 4.31 -1.74
H: -1.26 4.42 -0.24
H: -2.92 3.05 -1.07
H: -2.50 2.23 0.39
H: -1.90 1.60 -1.16
H: 0.68 3.44 0.43
C: 1.76 2.46 6.77
C: 2.12 1.73 8.09
C: 3.40 0.90 7.91
O: 2.47 2.69 9.08
H: 2.67 2.98 6.49
H: 1.04 3.25 6.99
H: 1.30 1.88 5.97
H: 1.27 1.14 8.43
H: 3.75 0.43 8.83
H: 4.22 1.49 7.50
H: 3.31 0.07 7.21
H: 2.45 2.27 9.94
C: 3.36 -3.32 6.09
C: 2.05 -4.16 6.24
C: 1.80 -5.20 5.08
O: 2.05 -4.79 7.47
H: 3.48 -2.57 6.87
H: 3.39 -2.83 5.11
H: 4.17 -4.04 6.21
H: 1.20 -3.48 6.30
H: 0.79 -5.59 5.23
H: 2.51 -6.03 5.01
H: 1.89 -4.71 4.11
H: 2.69 -5.50 7.51
C: -0.87 5.90 4.87
C: 0.41 6.00 4.08
C: 0.72 4.61 3.41
O: 0.32 7.06 3.23
H: -1.12 6.90 5.22
H: -0.84 5.07 5.58
H: -1.63 5.55 4.17
H: 1.26 6.24 4.73
H: -0.19 4.41 2.85
H: 0.93 3.80 4.12
H: 1.63 4.81 2.84
H: 1.21 7.42 3.19
C: 4.25 -6.02 1.15
C: 5.59 -5.75 1.84
C: 5.41 -5.53 3.31
O: 6.34 -6.85 1.57
H: 3.73 -6.86 1.60
H: 4.37 -6.20 0.08
H: 3.60 -5.16 1.28
H: 6.07 -4.84 1.46
H: 6.39 -5.47 3.80
H: 4.88 -6.32 3.82
H: 5.04 -4.55 3.59
H: 7.13 -6.35 1.35
C: -2.59 2.50 4.10
C: -3.17 1.22 4.66
C: -4.62 1.29 5.24
O: -3.29 0.35 3.58
H: -2.92 2.87 3.13
H: -1.51 2.43 3.96
H: -2.81 3.32 4.78
H: -2.46 0.72 5.32
H: -5.12 0.35 5.49
H: -5.28 1.86 4.58
H: -4.43 1.81 6.17
H: -2.49 0.44 3.06
C: -5.69 -1.67 -0.03
C: -5.12 -0.51 0.85
C: -6.02 0.72 0.70
O: -5.21 -0.95 2.14
H: -5.08 -2.58 0.05
H: -5.51 -1.41 -1.08
H: -6.76 -1.81 0.11
H: -4.07 -0.31 0.64
H: -5.78 1.55 1.36
H: -7.09 0.60 0.85
H: -5.90 1.04 -0.34
H: -4.80 -0.26 2.67

Summary:
E_tot, hartree: -5333.0637
Energy above the lowest of the compared OMol25 structures with the same formula, charge and spin, kJ/mol: 339.88

Atom charges from the Löwdin analysis, given in e for atoms 1 to 99:
1. C -0.019
2. C -0.431
3. C -0.144
4. C -0.191
5. C -0.109
6. C -0.471
7. N -0.112
8. O -0.024
9. C -0.011
10. C -0.034
11. C -0.044
12. H 0.075
13. H 0.074
14. H 0.071
15. H 0.118
16. H 0.116
17. H 0.110
18. H 0.090
19. H 0.115
20. H 0.098
21. H 0.047
22. H 0.080
23. H 0.064
24. H 0.063
25. H 0.077
26. H 0.084
27. H 0.060
28. H 0.081
29. H 0.056
30. H 0.109
31. C -0.014
32. C -0.427
33. C -0.111
34. C -0.153
35. C -0.126
36. C -0.488
37. N -0.120
38. O -0.006
39. C -0.028
40. C -0.038
41. C -0.021
42. H 0.073
43. H 0.064
44. H 0.034
45. H 0.089
46. H 0.102
47. H 0.082
48. H 0.116
49. H 0.094
50. H 0.115
51. H 0.078
52. H 0.073
53. H 0.077
54. H 0.087
55. H 0.089
56. H 0.070
57. H 0.068
58. H 0.077
59. H 0.075
60. H 0.097
61. C -0.040
62. C -0.481
63. C -0.116
64. C -0.134
65. C -0.155
66. C -0.471
67. N -0.106
68. O -0.018
69. C -0.023
70. C -0.015
71. C -0.034
72. H 0.080
73. H 0.086
74. H 0.062
75. H 0.111
76. H 0.111
77. H 0.094
78. H 0.087
79. H 0.106
80. H 0.100
81. H 0.087
82. H 0.063
83. H 0.064
84. H 0.077
85. H 0.073
86. H 0.052
87. H 0.081
88. H 0.086
89. H 0.085
90. H 0.097
91. C -0.047
92. C -0.474
93. C -0.122
94. C -0.169
95. C -0.107
96. C -0.447
97. N -0.129
98. O -0.023
99. C -0.018